# 1
C42H38ClN2P2Ti as an isolated structure, computed with the ωB97M-V functional and the def2-TZVPD basis.

Values from the calculation:
Energy relative to the best compared isomer or geometry (same formula, charge and spin) in kJ/mol: 0.0
E in Ha: -3724.2552
LUMO level in eV: -9.560
Gap between HOMO and LUMO in eV: 6.85
Charge: +3

Geometry as XYZ:
```
86
Properties=species:S:1:pos:R:3:forces:R:3:lowdin_charge:R:1
Ti -0.340 -0.158 -0.448 0.67 0.49 0.20 0.729
Cl -2.300 -0.916 -1.799 -0.26 0.08 0.17 0.802
P 1.243 0.606 1.326 -0.41 -0.13 -0.36 1.051
P -2.043 -0.806 1.280 0.22 -0.13 -0.25 1.020
N 1.464 0.054 -4.521 0.09 -0.07 -0.05 -0.027
N 0.390 -0.136 -2.334 0.00 -0.25 -0.24 0.060
C -0.182 -2.808 1.711 0.07 -0.02 0.10 -0.135
C 2.507 0.178 0.131 0.24 -0.09 0.12 -0.407
C 1.115 -0.868 -5.655 0.04 0.11 0.17 -0.086
C -1.370 2.794 -0.755 0.14 0.06 0.06 -0.055
C -1.131 4.108 -0.377 0.00 0.02 0.00 -0.022
C -0.121 4.416 0.537 -0.03 0.00 -0.02 -0.011
C -0.522 -5.135 1.230 -0.05 -0.03 -0.02 -0.024
C -2.455 1.193 3.090 -0.03 0.07 -0.02 -0.108
C -2.292 -3.562 0.800 0.05 0.05 -0.09 -0.056
C -6.086 -0.755 0.647 0.05 0.01 0.04 -0.017
C 3.168 0.318 3.256 0.04 -0.04 0.05 -0.060
C -4.996 -0.949 -1.503 -0.11 0.01 0.16 -0.056
C 2.577 -1.158 -0.273 0.06 -0.12 -0.04 -0.121
C 3.430 1.112 -0.363 -0.15 0.00 -0.12 -0.048
C 4.461 -0.639 -1.657 0.02 0.05 -0.01 -0.031
C 1.048 1.266 3.980 0.07 0.00 0.08 -0.077
C 3.655 0.447 4.548 0.00 -0.04 -0.06 -0.036
C -2.676 1.703 4.358 0.03 -0.05 0.00 -0.052
C -2.590 0.862 5.464 -0.01 0.03 0.02 -0.034
C 4.404 0.697 -1.248 0.02 -0.07 -0.03 -0.036
C -4.854 -0.707 1.291 -0.06 -0.08 0.01 -0.027
C 3.550 -1.566 -1.181 -0.05 0.06 0.04 -0.042
C -2.088 -1.011 4.040 0.09 0.06 0.05 -0.054
C -6.157 -0.882 -0.732 0.03 -0.02 -0.09 -0.011
C -3.679 -0.785 0.548 -0.11 0.08 0.11 -0.378
C 0.458 2.105 0.707 -0.18 0.23 0.18 -0.379
C 1.548 1.388 5.263 0.07 -0.04 -0.01 -0.036
C 2.620 0.987 -4.720 -0.08 -0.15 0.07 -0.100
C -1.475 -2.520 1.254 -0.09 -0.10 0.16 -0.381
C -0.562 1.800 -0.209 -0.29 -0.21 -0.06 -0.295
C -3.805 -0.886 -0.823 0.23 -0.02 -0.35 -0.549
C 0.960 -0.060 -6.930 -0.06 -0.04 -0.04 -0.164
C 0.910 -0.059 -3.383 -0.07 0.08 0.04 -0.166
C -2.294 -0.485 5.309 0.02 0.00 -0.04 -0.034
C 0.677 3.424 1.092 0.05 -0.04 -0.04 -0.035
C -1.812 -4.860 0.791 0.05 -0.01 0.00 -0.027
C 2.416 1.761 -6.008 0.02 0.06 0.02 -0.164
C 2.849 0.980 5.544 -0.06 0.04 0.04 -0.023
C 2.180 0.819 -7.183 0.03 -0.03 -0.01 -0.178
C 0.292 -4.113 1.696 -0.03 0.06 0.00 -0.047
C -2.162 -0.166 2.934 -0.10 0.04 0.14 -0.383
C 1.868 0.741 2.977 -0.06 -0.07 0.14 -0.348
H 0.038 1.584 3.764 -0.09 0.04 -0.05 0.087
H -2.529 1.847 2.226 0.01 -0.03 -0.01 0.113
H 3.297 2.383 -6.169 0.00 -0.02 -0.02 0.131
H 5.138 1.404 -1.612 0.01 0.00 -0.01 0.127
H 0.807 -0.763 -7.749 0.01 0.02 -0.01 0.132
H -5.036 -1.035 -2.579 -0.01 0.00 -0.02 0.127
H 0.060 0.556 -6.861 0.00 0.00 -0.01 0.126
H 3.384 2.148 -0.050 0.00 0.00 0.02 0.125
H 3.236 1.082 6.548 0.00 0.00 0.01 0.127
H -4.807 -0.617 2.369 0.01 0.00 0.00 0.125
H -2.237 -1.131 6.174 0.00 -0.01 0.01 0.124
H 5.242 -0.954 -2.338 0.01 0.00 -0.01 0.126
H 3.798 -0.100 2.481 0.00 0.03 -0.01 0.112
H -7.118 -0.920 -1.226 -0.01 0.00 0.01 0.132
H -2.917 2.749 4.487 -0.01 0.00 0.00 0.123
H -3.302 -3.364 0.464 -0.02 0.01 0.02 0.115
H 0.036 5.446 0.826 0.00 0.01 0.00 0.130
H 0.429 -2.027 2.154 -0.01 -0.01 -0.03 0.083
H -1.736 4.905 -0.788 0.00 0.00 0.00 0.128
H 0.927 1.801 6.046 0.00 0.01 0.00 0.121
H -1.871 -2.065 3.921 -0.02 -0.01 -0.01 0.115
H 3.516 0.363 -4.759 0.02 0.03 -0.04 0.135
H 1.902 -1.902 0.147 0.00 0.02 0.02 0.088
H 4.663 0.133 4.776 0.01 0.00 0.00 0.125
H 0.206 -1.398 -5.378 -0.01 0.00 -0.03 0.132
H 3.611 -2.602 -1.487 0.00 -0.01 0.01 0.125
H -2.767 1.260 6.455 0.00 0.01 0.00 0.125
H 1.437 3.671 1.825 0.00 -0.01 0.00 0.128
H 2.678 1.630 -3.843 0.00 0.01 -0.02 0.125
H -0.160 -6.155 1.227 0.01 0.00 0.00 0.127
H -2.161 2.561 -1.457 0.01 0.00 0.00 0.116
H 2.042 1.394 -8.098 -0.02 0.00 0.00 0.127
H 3.063 0.191 -7.339 0.01 0.01 -0.01 0.127
H 1.282 -4.333 2.071 0.01 0.00 0.01 0.123
H -2.451 -5.665 0.453 -0.01 -0.01 -0.01 0.127
H 1.564 2.435 -5.889 0.01 0.02 -0.01 0.127
H -6.995 -0.695 1.229 -0.01 0.00 0.01 0.130
H 1.933 -1.588 -5.726 0.00 0.01 -0.05 0.140
```
Positions in Å, forces in eV/Å.

***

# 2
C42H38MgN11OP2 as an isolated structure at a distorted geometry, computed with the ωB97M-V functional and the def2-TZVPD basis.

Values from the calculation:
Energy relative to the best compared isomer or geometry (same formula, charge and spin) in kJ/mol: 133.8
E in Ha: -3183.8270
LUMO level in eV: 2.040
Gap between HOMO and LUMO in eV: 6.88
Charge: -1

Geometry as XYZ:
```
95
Properties=species:S:1:pos:R:3:forces:R:3:lowdin_charge:R:1
P -0.124 0.078 -2.030 -0.40 0.51 -1.33 1.064
P 2.486 -0.672 -0.380 0.83 0.35 0.63 1.075
Mg -1.211 1.150 0.555 -0.37 -0.80 -0.34 0.384
O 0.185 2.212 0.918 1.54 0.62 0.31 -0.452
N -1.623 1.247 2.583 -0.12 0.03 0.56 0.084
N -1.999 2.612 -0.572 -1.23 0.61 -0.12 -0.017
N -3.130 0.408 0.564 -0.97 0.34 -0.32 -0.019
N -4.839 -0.814 0.998 -0.19 -0.55 0.12 -0.092
N -3.555 -0.802 0.951 0.07 -0.69 0.08 -0.057
N -1.331 3.526 -1.288 0.57 0.32 -0.04 -0.079
N -4.314 2.431 0.037 -0.44 0.27 -0.02 0.147
N -0.790 -0.929 1.159 0.14 0.23 -0.26 0.102
N -2.138 4.436 -1.690 0.26 0.36 -0.40 -0.085
N -3.376 4.184 -1.269 -0.64 -0.35 0.38 0.025
N -5.331 0.370 0.651 -0.05 0.80 -0.18 0.023
C 4.978 -1.125 -1.550 -0.16 0.02 0.00 -0.109
C 2.267 -2.035 2.013 0.05 0.06 -0.08 -0.128
C -1.363 -2.370 2.998 0.13 0.34 -0.43 -0.148
C 1.939 0.323 2.258 0.27 -0.06 -0.12 -0.079
C -2.254 2.278 4.630 -0.06 -0.19 0.23 -0.028
C -1.961 2.311 3.263 0.08 0.32 0.14 -0.074
C 7.115 -0.874 -0.495 0.09 -0.02 0.02 -0.107
C -1.595 0.059 3.180 -0.36 -0.19 1.22 -0.149
C -4.054 -0.730 -2.422 -0.22 -0.11 -0.06 -0.091
C 2.437 1.150 -0.713 0.03 -0.20 -0.02 -0.353
C -1.964 -0.100 4.538 0.12 0.29 -0.41 -0.136
C 0.625 3.494 1.072 0.17 0.04 -0.11 -0.280
C 6.358 -1.142 -1.624 0.24 0.01 -0.10 -0.100
C 0.949 -2.572 -5.687 0.06 -0.13 -0.01 -0.105
C -1.879 0.316 -2.512 -0.05 -0.05 -0.01 -0.391
C -0.526 -1.997 0.455 -0.05 -0.60 -0.27 -0.177
C 5.102 -0.584 0.779 -0.09 0.03 0.00 -0.087
C 4.332 -0.828 -0.354 -0.23 -0.17 -0.09 -0.354
C 2.262 1.460 -2.203 0.08 -0.06 -0.06 -0.292
C 2.225 -0.764 1.442 -0.10 -0.04 -0.15 -0.393
C -4.615 0.372 -3.048 0.05 -0.10 -0.01 -0.089
C 0.058 -1.519 -5.828 0.00 0.00 -0.14 -0.087
C 1.500 -2.840 -4.446 0.05 -0.18 -0.22 -0.099
C -0.266 -0.733 -4.741 0.02 0.11 0.02 -0.081
C 0.285 -0.993 -3.488 0.13 -0.15 0.34 -0.328
C 1.723 -1.127 4.164 0.05 0.01 0.08 -0.097
C -3.804 1.430 -3.424 -0.14 0.10 -0.10 -0.085
C -2.702 -0.746 -2.147 0.15 -0.01 -0.07 -0.122
C -0.667 -3.307 0.922 -0.08 0.04 0.20 -0.026
C -2.053 -1.403 5.102 0.08 -0.49 -0.02 -0.024
C -1.788 -2.495 4.348 -0.09 0.19 0.41 -0.020
C -3.260 3.050 -0.583 0.56 0.53 -0.48 -0.472
C -4.252 1.109 0.394 -0.21 -0.86 0.17 -0.465
C 2.026 -2.217 3.361 0.03 -0.11 0.13 -0.095
C 1.165 -2.058 -3.355 0.01 -0.04 0.18 -0.124
C -2.443 1.402 -3.170 0.14 -0.04 -0.10 -0.118
C 0.784 1.583 -2.584 -0.08 -0.10 0.12 -0.328
C 1.686 0.139 3.607 0.00 0.01 0.25 -0.075
C -1.074 -3.496 2.215 -0.06 0.26 -0.11 -0.004
C -1.233 -1.089 2.406 -0.03 -1.20 0.77 -0.172
C -2.264 1.060 5.271 0.06 0.13 -0.31 -0.007
C 6.481 -0.609 0.709 0.14 0.03 0.03 -0.092
H 7.063 -0.409 1.599 0.06 0.01 0.03 0.098
H -0.163 4.181 1.430 0.04 0.06 -0.03 0.063
H -1.835 2.250 -3.456 0.05 0.05 0.04 0.097
H -1.994 3.236 2.703 0.03 0.12 0.00 0.123
H -0.389 -1.318 -6.793 -0.01 0.04 -0.04 0.099
H -5.681 0.405 -3.229 -0.04 0.02 -0.02 0.099
H 8.195 -0.871 -0.549 0.07 -0.04 -0.02 0.094
H -0.447 -4.139 0.270 0.04 -0.02 -0.08 0.109
H 0.320 2.416 -2.045 0.13 0.05 -0.16 0.048
H -0.180 -1.833 -0.555 0.06 0.01 -0.01 0.023
H 4.384 -1.333 -2.431 -0.03 -0.04 -0.11 0.091
H 2.483 -2.887 1.382 0.01 -0.13 -0.04 0.105
H 2.759 2.405 -2.436 -0.01 -0.03 -0.02 0.107
H -4.679 -1.561 -2.124 -0.02 -0.02 0.10 0.102
H 1.560 1.531 -0.172 0.21 0.14 0.06 0.029
H -2.508 0.976 6.322 -0.04 0.02 0.03 0.113
H 2.741 0.691 -2.823 0.05 0.08 -0.04 0.085
H -1.888 -3.493 4.752 -0.01 -0.03 0.09 0.112
H -1.184 -4.484 2.639 -0.01 -0.08 0.03 0.116
H 1.458 3.555 1.804 -0.01 0.10 0.00 0.066
H 1.601 -2.268 -2.387 -0.02 -0.02 -0.02 0.041
H 1.510 -1.272 5.215 -0.02 0.01 0.06 0.099
H 1.445 0.994 4.224 -0.03 0.07 0.02 0.109
H 1.203 -3.186 -6.539 0.02 -0.05 -0.07 0.094
H -5.222 2.748 -0.270 0.07 -0.04 0.09 0.135
H 0.993 3.918 0.123 0.03 0.14 0.09 0.065
H 0.680 1.729 -3.665 -0.13 0.05 0.11 0.088
H -2.482 3.191 5.161 -0.04 0.01 -0.05 0.104
H -2.368 -1.502 6.132 -0.01 -0.01 0.07 0.110
H -0.960 0.088 -4.862 -0.04 -0.02 0.00 0.100
H -4.244 2.296 -3.897 0.03 0.10 -0.04 0.102
H 6.849 -1.360 -2.564 0.00 -0.01 -0.04 0.097
H 2.185 -3.669 -4.325 0.06 -0.05 0.01 0.096
H -2.275 -1.586 -1.611 -0.08 -0.07 0.02 0.091
H 1.868 1.309 1.840 -0.05 0.18 -0.06 0.075
H 2.059 -3.209 3.792 -0.01 -0.07 -0.01 0.102
H 3.350 1.602 -0.311 -0.16 -0.02 0.01 0.096
H 4.611 -0.363 1.716 0.04 0.02 0.06 0.099
```
Positions in Å, forces in eV/Å.

***

Number 1: HOMO energy -16.4144 eV. Number 2: HOMO energy -4.8414 eV.